Entry 1:
DFT (ωB97M-V/def2-TZVPD) results for a structure of composition CaH16N3O17 in a non-equilibrium geometry.

For the HOMO energy, the calculation gives -3.74 eV. For the relative energy (zero: lowest compared OMol25 entry of this formula, charge and spin), the calculation gives 106.21 kcal per mole. The calculation puts the molar mass at 370.21 Da. As for the charge: -1. As for the electronic energy: -2130.2699 Eh. The calculation puts the lowest unoccupied orbital energy at -1.6 eV. The calculation puts the orbital gap at 0.0788 hartree.

```
37
CaH16N3O17 (ωB97M-V/def2-TZVPD)
Ca -2.4838 -3.1331 -0.5363
N -0.1995 -0.2506 -0.1592
O 0.9601 -0.6467 -0.2515
O -1.1457 -1.1239 -0.0856
O -0.5333 0.9338 -0.0670
N 5.2308 -0.1828 -0.1939
O 4.2153 -0.6056 -0.7976
O 5.2617 0.9990 0.1995
O 6.1711 -0.9607 0.0516
N -4.3267 -0.1712 -0.7491
O -5.1394 0.5158 -1.3499
O -3.6990 -1.0830 -1.3762
O -4.1170 -0.0274 0.4761
O -1.4416 -0.4703 2.9617
H -1.0150 -1.1815 3.4510
H -1.0643 -0.5246 2.0740
O 2.3189 -3.1705 -0.8119
H 1.6241 -2.7924 -0.2554
H 1.8576 -3.6628 -1.4991
O -1.4452 1.9759 -2.8158
H -1.1335 1.7824 -1.9202
H -1.8496 2.8458 -2.7498
O 2.6749 1.2059 1.4566
H 2.1611 0.5059 1.0272
H 2.7255 0.9477 2.3823
O 0.9604 3.4090 -0.3232
H 0.4375 3.9828 -0.8930
H 0.4115 2.6170 -0.1964
O -3.2936 -2.1496 1.5299
H -3.8504 -2.2471 2.3084
H -3.5343 -1.2432 1.1521
O -1.9082 2.2284 2.5464
H -2.0180 1.8359 1.6715
H -1.2902 2.9550 2.4087
O 2.8571 -0.7888 -3.2001
H 3.1690 -0.6666 -2.2747
H 2.4515 -1.6579 -3.1913
```

Atom charges from the Löwdin analysis, given in e for atoms 1 to 2:
1. Ca 1.673
2. N -0.512



Entry 2:
DFT (ωB97M-V/def2-TZVPD) results for a cluster of 2 separate species, HNO in total in a non-equilibrium geometry.

For the HOMO energy, the calculation gives -9.08 eV. For the relative energy (zero: lowest compared OMol25 entry of this formula, charge and spin), the calculation gives 29.08 kcal per mole. The calculation puts the molar mass at 31.01 Da. As for the charge: 0. As for the electronic energy: -130.4479 Eh. The calculation puts the lowest unoccupied orbital energy at 0.0 eV. The calculation puts the orbital gap at 0.3336 hartree.

```
3
HNO (ωB97M-V/def2-TZVPD)
N -1.2328 -0.5389 -0.0027
O -1.9774 0.2957 0.0024
H 0.0830 0.1853 0.0202
```

Atom charges from the Löwdin analysis, given in e for atoms 1 to 2:
1. N -0.033
2. O -0.059